1.
This record from the Open Molecules 2025 dataset describes a molecular structure, C4H5F3O2Sn. The level of theory is ωB97M-V/def2-TZVPD.

XYZ file:
```
15
Properties=species:S:1:pos:R:3:forces:R:3
Sn -4.06773 -2.87218 -3.76702 0.0918 0.1608 0.1907
C 2.51017 -0.74142 0.27459 -0.3440 0.0616 0.8764
C 1.24128 -0.33326 -0.51326 1.1124 -0.9202 -1.6526
O 0.31739 0.51865 0.17818 -3.3558 0.8523 1.2224
C -1.11957 0.50310 0.11298 1.9249 -2.6614 -2.9232
O -1.72292 -0.27499 -0.65299 1.3286 2.2083 2.1289
C -1.87540 1.53098 1.08292 0.3250 -0.1335 0.1201
F -2.03213 2.75051 0.58681 0.5371 -0.2655 -0.5714
F -3.08842 1.09887 1.40043 -0.1107 -0.7061 -0.5519
F -1.17740 1.58269 2.18390 0.7054 0.2106 0.7138
H 2.16278 -1.11593 1.23750 0.3573 0.2196 0.2660
H 3.33174 -0.03210 0.37456 -0.7574 0.8409 0.3563
H 3.12088 -1.54305 -0.14074 -0.8960 -0.4804 -0.7623
H 0.81046 -1.23871 -0.94062 -0.7203 -0.0497 0.5755
H 1.58888 0.16683 -1.41725 -0.1983 0.6628 0.0113
```
Forces are in eV/Å.

Properties
Energy relative to the best compared isomer or geometry (same formula, charge and spin): 276.2 kJ/mol
Energy: -22283.77602 eV
Highest occupied orbital energy: -16.18 eV
HOMO-LUMO gap: 2.29 eV
Charge: +2

2.
This record from the Open Molecules 2025 dataset describes a molecular structure, H22NaO15S. The level of theory is ωB97M-V/def2-TZVPD.

XYZ file:
```
39
Properties=species:S:1:pos:R:3:forces:R:3
Na 2.30986 -1.57491 -0.86748 6.2806 -9.8016 -2.7854
S 0.31484 -0.00682 0.00007 -0.1385 2.6994 0.5398
O -0.27819 -1.27750 0.31991 -2.6029 3.6695 -7.5376
O 0.28937 0.86069 1.16839 0.2203 -8.9983 -12.3759
O 1.67568 -0.14502 -0.51919 -17.3704 -4.3624 3.5334
O -0.42176 0.64931 -1.07748 0.4062 -14.1782 3.2690
O -1.38632 -1.59710 2.02770 -0.0796 -1.9331 6.8094
H -0.78741 -1.17385 1.41256 -1.5468 -0.1668 2.7114
H -0.89610 -1.64029 2.84871 -0.5498 -0.3000 0.2110
O 2.01267 1.74045 1.36676 6.4696 3.8142 2.2794
H 1.17467 1.30644 1.20671 5.7188 3.9308 1.2529
H 2.62114 1.31859 0.76010 1.1792 1.1291 0.5730
O -0.12666 2.50836 -1.35984 1.3551 9.9457 -1.2547
H -0.31427 3.01830 -0.57181 0.1514 0.7668 -0.0373
H -0.28112 1.60004 -1.10035 0.7901 7.1329 -0.5100
O -1.17367 1.18803 2.33488 -6.9102 2.1279 6.6460
H -0.77779 1.42133 3.17457 -0.2193 0.2211 0.5070
H -0.43310 0.94239 1.78041 -6.1568 0.8357 5.1656
O -2.85429 -1.08685 0.54975 -2.7195 0.2004 -2.9996
H -2.13030 -1.40668 1.08806 -2.1558 -0.2917 0.1366
H -2.84658 -1.65172 -0.22297 -0.6257 0.0080 -0.2808
O -2.32324 1.28349 -0.16603 -2.4593 1.3101 0.7891
H -1.43867 0.99434 -0.38997 -3.4272 0.8250 0.7529
H -2.31639 2.22640 -0.33064 -0.1030 0.2171 0.0324
O 3.13714 0.93500 -0.60238 11.4084 5.1974 -2.4961
H 2.24976 0.59587 -0.48497 3.7947 6.7101 0.0092
H 3.09175 1.45286 -1.40612 0.3227 0.4608 -0.1619
O 0.89855 -1.67812 1.93113 5.5558 -1.3742 4.1608
H 0.67801 -0.78589 2.19856 0.7085 -0.0191 0.6843
H 0.62580 -1.72841 1.01499 1.5450 -1.9623 2.1103
O 1.04326 0.81589 -2.77169 1.9735 -0.6663 -2.3022
H 0.62024 1.66301 -2.91196 -0.0855 0.2968 0.0925
H 0.70964 0.51826 -1.92532 1.0958 0.8286 -2.5284
O -1.27598 -1.03081 -2.17678 -0.8474 -2.7655 -1.9213
H -0.61854 -0.53901 -1.68471 -1.4466 -1.0179 -1.9013
H -1.63151 -1.65531 -1.54445 -0.4755 0.0538 -0.1027
O 0.63433 -2.81576 -0.90061 1.5114 -3.1428 -1.9600
H 0.16553 -2.03219 -0.61342 -0.6883 -1.1806 -0.8017
H 0.05979 -3.21274 -1.55524 0.1211 -0.2204 -0.3093
```
Forces are in eV/Å.

Properties
Energy relative to the best compared isomer or geometry (same formula, charge and spin): 3055.7 kJ/mol
Energy: -46296.23852 eV
Highest occupied orbital energy: -6.19 eV
HOMO-LUMO gap: 7.79 eV
Charge: -1

3.
This record from the Open Molecules 2025 dataset describes 3 unconnected molecules or ions with the total composition C4H13N2O2. The level of theory is ωB97M-V/def2-TZVPD.

XYZ file:
```
21
Properties=species:S:1:pos:R:3:forces:R:3
O 1.54414 0.74194 -0.99339 -3.5524 -0.6212 -0.0101
C 0.27234 0.56694 -1.02918 4.1262 1.5302 -3.6566
N -0.37210 0.82424 -2.21951 2.0465 -0.3877 1.7652
C -0.41018 0.26735 0.18778 0.7184 3.1351 3.0955
N 2.94419 -1.50374 0.10366 -1.6458 1.1522 -1.1104
C 0.37212 -0.14558 2.64355 1.5961 -0.0714 -2.0613
C 0.33366 0.84916 1.42198 -0.1626 -1.4002 -1.2821
H -1.34334 0.84939 -2.30973 -1.5959 -0.0557 -0.2318
H 0.21877 1.26929 -2.92695 -0.4035 -0.2981 0.2920
H -1.45066 -0.00507 0.14026 -0.4566 -0.8336 0.4562
H 2.31533 -2.21434 0.58262 1.0804 1.2213 -1.2451
H 3.49874 -1.95348 -0.67296 -1.0991 0.6099 1.2488
H 2.37367 -0.60360 -0.30247 2.0524 -3.4128 1.2988
H 0.61014 -1.10446 2.20772 0.2313 -0.4172 0.3819
H -0.55317 -0.18504 3.07578 -2.3285 -0.1830 1.3033
H 1.13345 0.13244 3.35744 0.1812 0.2860 -0.0466
H -0.22552 1.74173 1.82313 0.1367 -0.4611 -0.7975
H 1.35762 1.09196 1.04108 -1.0611 0.1079 0.6346
H -4.89969 -0.99887 0.25561 -0.3429 0.0798 0.0002
H -4.21304 -0.48448 -1.04864 -0.3321 -0.4951 0.7109
O -4.07348 -0.99272 -0.22621 0.8114 0.5147 -0.7460
```
Forces are in eV/Å.

Properties
Energy relative to the best compared isomer or geometry (same formula, charge and spin): 586.1 kJ/mol
Energy: -11423.39920 eV
Highest occupied orbital energy: -12.47 eV
HOMO-LUMO gap: 4.03 eV
Charge: +1

4.
This record from the Open Molecules 2025 dataset describes 6 unconnected molecules or ions with the total composition C22H46O12S5. The level of theory is ωB97M-V/def2-TZVPD.

XYZ file:
```
85
Properties=species:S:1:pos:R:3:forces:R:3
C -1.03044 1.43599 0.41328 1.0958 0.0245 1.6768
C -0.87975 1.95574 -1.00111 0.0526 0.3426 -1.0992
C -0.63429 0.80214 -1.99455 -0.1963 0.5660 -0.0544
S -0.27714 -0.70830 -1.02380 -0.6820 -2.0806 0.3891
O 1.17715 -0.85993 -0.86592 -1.0292 -0.0761 -0.6772
O -1.16547 -1.88940 -1.36627 2.4568 2.9684 0.1069
C -0.82636 -0.15194 0.59656 -1.9218 1.8509 -2.4800
H -2.00421 1.76947 0.77199 0.0423 -0.5398 0.3222
H -0.27140 2.00528 0.94984 -0.0541 -0.2067 0.6391
H -0.17215 2.78204 -1.06918 1.4153 -0.8147 0.1823
H -1.64852 2.66635 -1.30465 -1.3059 -1.0648 -0.0611
H 0.20889 1.06778 -2.63220 -0.0164 -0.7098 -0.0909
H -1.51544 0.59133 -2.60054 0.1209 -0.1231 -0.0054
H -0.19495 -0.72437 1.27607 -0.1635 0.7567 0.3855
H -1.87528 -0.44253 0.53791 0.0939 -0.7789 0.7844
C -2.01609 0.90190 4.02204 0.5507 0.1138 0.0140
C -2.63335 -0.48100 4.27680 0.8970 0.5149 0.8431
C -1.92628 -0.91086 5.61057 -0.6299 -0.3484 1.4442
S -1.25630 0.55113 6.58157 -1.5427 1.7413 -2.5171
O 0.16741 0.65358 6.30899 0.7990 -0.2398 0.0063
O -1.74343 0.75133 7.93075 0.2999 -0.6965 -1.1682
C -2.06621 1.74070 5.29404 0.4366 -1.4673 1.1340
H -2.32462 1.46239 3.13957 -0.5413 -0.1904 0.1010
H -0.95357 0.71780 3.86314 0.3431 -0.0157 -0.2592
H -2.40920 -1.20162 3.49032 0.1630 0.1132 0.0160
H -3.72031 -0.42919 4.33966 0.0731 0.0064 0.4131
H -1.09329 -1.61040 5.54084 0.0240 0.1531 -0.4004
H -2.60285 -1.34037 6.34941 -0.2218 -0.1837 -0.1916
H -1.45384 2.63787 5.20348 -0.3393 0.0725 0.4125
H -3.06690 1.84789 5.71263 -0.0267 0.5711 -0.2648
C 3.39729 2.44046 -0.97359 0.1999 -1.5416 -1.6375
C 3.29791 1.63580 -2.31319 -0.1404 0.8506 -0.3324
C 4.72034 1.56421 -2.85284 -0.4902 -0.2308 0.0742
S 5.69048 1.04452 -1.46412 0.3286 -0.6223 -0.6520
O 6.88478 1.83634 -1.36640 0.2041 -0.1571 0.2580
O 5.76464 -0.42305 -1.47801 -0.3568 1.7617 0.4895
C 4.48331 1.64151 -0.21630 0.1218 0.3686 0.8826
H 2.39266 2.56008 -0.56798 0.2180 -0.2493 0.5691
H 3.75482 3.42678 -1.26927 0.2362 0.0969 0.4808
H 2.85440 2.22413 -3.11646 -0.9751 -0.1585 0.3321
H 2.78143 0.68484 -2.18277 0.1336 0.0451 -0.0682
H 4.93850 2.59412 -3.13527 0.6994 -0.1696 0.0352
H 4.84433 0.89340 -3.70298 0.1339 -0.0304 0.1442
H 4.96271 2.26146 0.54127 0.5962 0.1015 -0.3212
H 4.27638 0.70921 0.30915 -1.0511 -0.0937 -0.2335
C -6.91488 -1.69889 -1.53395 -4.1193 1.3425 1.5936
C -5.55747 -1.90576 -1.87662 4.2813 1.5040 -1.8867
C -4.92636 -0.50607 -2.12159 0.1520 1.3924 0.5764
S -5.55129 0.57847 -0.80110 -1.0791 0.7854 1.4025
O -6.07784 1.85477 -1.32529 0.4821 -2.1592 0.2974
O -4.59478 0.74177 0.31198 -0.6209 -0.8174 -1.1155
C -6.99052 -0.63035 -0.35222 1.3326 -0.5829 -1.0880
H -7.34367 -2.65773 -1.24264 -0.3434 0.1665 0.3623
H -7.54391 -1.33795 -2.34765 0.2840 -0.0177 -0.3249
H -5.44473 -2.42306 -2.82940 0.0832 -0.4849 0.2578
H -4.92215 -2.33972 -1.10450 -0.3076 -0.4881 0.0309
H -5.23678 0.08439 -2.98361 -0.3439 -0.6034 -0.4024
H -3.84801 -0.36070 -2.05741 0.1109 -0.6635 0.0281
H -7.86493 0.00452 -0.20923 -0.0275 -0.3503 -0.2703
H -6.79255 -1.28349 0.49767 0.3594 0.9180 0.5825
C 2.00152 -3.88648 -4.69542 -0.2876 -0.6863 -1.0967
C 2.58123 -3.63819 -3.32772 0.0139 -1.1955 0.7451
C 3.07137 -2.27339 -3.23735 1.8170 3.3020 0.3091
S 2.28483 -1.29530 -4.61505 -1.1432 -1.3746 -1.2449
O 3.22281 -1.12646 -5.74473 -1.1380 -0.0475 2.0582
O 1.47091 -0.17582 -4.15486 0.8262 -0.0941 -0.0425
C 1.07909 -2.70381 -5.05945 1.5036 0.4242 1.5986
H 1.55947 -4.88234 -4.66447 -0.5269 0.2022 -0.3544
H 2.81436 -3.95123 -5.41876 0.0902 0.0370 -0.0831
H 3.37265 -4.35165 -3.09809 0.0756 -0.0553 -0.1995
H 1.88115 -3.73866 -2.49833 -0.5788 -0.3570 -0.3471
H 4.13647 -2.05238 -3.30681 0.3444 -0.6726 -1.0175
H 2.99381 -1.84903 -2.23634 -1.2262 0.4379 -0.1652
H 0.64236 -2.51261 -6.03966 0.4761 -0.3562 -0.0204
H 0.31661 -2.69302 -4.28060 -0.2507 0.4489 -0.0920
C 3.88049 0.79074 3.70028 0.2414 -2.9956 1.8166
C 2.89760 1.88003 3.15253 -2.6231 2.2430 1.0891
O 2.12647 2.44163 4.20770 1.9040 0.2060 -1.1230
O 3.28633 -0.25105 4.49933 0.0764 1.2563 -2.3820
H 4.68087 1.14062 4.35226 -0.0845 1.1797 -0.4143
H 4.27524 0.32173 2.79900 -0.0833 -0.0813 -0.0652
H 2.11509 1.50649 2.49205 0.3413 -1.3185 -0.3340
H 3.34887 2.70896 2.60726 0.7228 -0.1885 0.4568
H 1.54655 1.76546 4.56560 -0.8399 -0.6822 0.6567
H 3.18792 0.02096 5.41471 0.0542 0.1962 0.5863
```
Forces are in eV/Å.

Properties
Energy: -102290.41154 eV
Highest occupied orbital energy (alpha / beta): -11.85 / -11.85 eV
HOMO-LUMO gap (alpha / beta): 8.81 / 2.10 eV
⟨S²⟩: 0.7558
Multiplicity: 2
Charge: +1